Entry 1:
Formula: C17H15N9
Source: the OMol25 dataset
Level of theory: ωB97M-V with the def2-TZVPD basis set

Cartesian coordinates (Å):
H (-2.009, -3.339, 0.198)
C (-0.059, 4.183, 0.124)
C (-4.063, -2.874, 0.596)
H (6.603, 2.759, 0.605)
C (4.674, -0.235, -0.546)
C (-2.312, -1.242, 0.407)
C (-3.263, -0.248, 0.736)
H (4.798, -1.010, 0.216)
H (-6.015, -2.117, 1.190)
C (6.052, 1.935, 0.251)
N (-0.588, 1.783, 0.211)
H (-5.262, 0.278, 1.218)
N (-2.166, 3.698, 0.666)
H (3.030, 1.077, -0.289)
C (-1.445, 0.765, 0.371)
C (-0.867, 5.364, 0.355)
H (5.096, -0.619, -1.452)
C (1.633, -4.076, -1.467)
H (-4.337, -3.930, 0.578)
C (-4.997, -1.871, 0.946)
N (3.317, 0.226, -0.718)
N (-1.132, -0.552, 0.165)
C (2.309, -0.707, -0.725)
H (0.371, 1.536, 0.060)
N (-2.682, 0.988, 0.749)
C (-4.605, -0.524, 0.970)
C (-2.727, -2.524, 0.358)
N (1.160, -0.217, -0.280)
C (1.449, -2.700, -1.018)
N (2.520, -1.926, -1.051)
H (2.103, -4.049, -2.455)
C (0.132, -1.057, -0.218)
N (-2.102, 5.069, 0.682)
H (0.661, -4.615, -1.526)
H (-0.452, 6.376, 0.332)
C (5.447, 0.931, -0.114)
H (1.028, 4.138, -0.083)
H (-2.926, 3.081, 0.951)
C (-0.916, 3.160, 0.307)
H (2.261, -4.597, -0.737)
N (0.282, -2.318, -0.563)

- HOMO level: -0.2847 Ha
- E_LUMO: 0.0037 Ha
- SMILES string: C#CCNc1nc(C)nc(-n2c(Nc3ccn[nH]3)nc3ccccc32)n1
- Largest force on an atom: 3.636 eV/A
- E_tot: -31282.276 eV
- ΔE to the lowest compared entry with this formula, charge and spin: 48.7 kJ/mol


Entry 2:
Formula: C13H7BrN2O6Pt
Source: the OMol25 dataset
Level of theory: ωB97M-V with the def2-TZVPD basis set

Cartesian coordinates (Å):
C (-1.387, -3.808, -0.107)
C (0.266, 3.388, -0.999)
C (1.650, 3.532, 1.133)
C (-0.246, -2.110, -1.362)
H (0.350, -4.174, -1.326)
C (1.159, 0.890, 1.559)
C (1.953, 1.563, 2.470)
H (2.813, 3.464, 2.939)
C (-0.377, -3.461, -0.963)
O (0.536, 4.542, -1.247)
Br (0.788, -0.943, 1.803)
H (-1.488, -4.831, 0.228)
Pt (-0.802, 0.640, -1.209)
H (-3.092, -3.079, 1.079)
N (-1.164, -1.211, -0.873)
H (2.359, 1.038, 3.321)
C (0.732, -1.483, -2.146)
C (2.195, 2.911, 2.244)
C (-2.136, -1.541, -0.025)
O (-2.424, 0.827, -0.019)
O (-3.948, -0.420, 1.049)
O (0.763, -0.197, -2.306)
C (-2.940, -0.309, 0.400)
C (-2.303, -2.836, 0.383)
O (-0.468, 2.593, -1.681)
C (0.871, 2.774, 0.276)
H (1.809, 4.576, 0.910)
H (2.224, -1.609, -3.271)
O (1.667, -2.210, -2.758)
N (0.640, 1.483, 0.498)

- HOMO level (spin up / spin down): -0.2558 / -0.3696 Ha
- Spin multiplicity: 3
- E_LUMO (spin up / spin down): -0.0133 / -0.0989 Ha
- Largest force on an atom: 1.143 eV/A
- E_tot: -102148.333 eV


Entry 3:
Formula: H4O2
Source: the OMol25 dataset
Level of theory: ωB97M-V with the def2-TZVPD basis set

Cartesian coordinates (Å):
H (-16.416, 27.869, -26.221)
H (-13.920, 27.903, -26.810)
O (-15.790, 27.418, -26.827)
O (-13.015, 27.665, -26.657)
H (-16.331, 26.928, -27.464)
H (-12.673, 26.817, -27.000)

- HOMO level: -0.3930 Ha
- E_LUMO: 0.0225 Ha
- SMILES string: O.O
- Largest force on an atom: 2.301 eV/A
- E_tot: -4159.702 eV
- ΔE to the lowest compared entry with this formula, charge and spin: 22.9 kJ/mol